# 1
Here is C4H3N3O as an isolated structure in a non-equilibrium geometry from the Open Molecules 2025 dataset. Energies are from ωB97M-V with the def2-TZVPD basis set.

ORCA input file:
```
! wB97M-V def2-TZVPD RIJCOSX def2/J DEFGRID3
* xyz 0 1
C 1.68406 -0.39461 0.20171
C 0.24616 0.96681 -0.18327
C -1.88214 -0.38643 -0.07106
C 0.18801 -0.41800 -0.09715
H 2.35231 -1.02452 -0.54066
H 1.99998 -0.70480 1.12701
H -2.91384 -0.64758 -0.33860
N -0.72705 1.79552 0.01405
N -1.81037 1.01310 0.17252
N -0.84589 -1.19053 -0.09765
O 1.70875 0.99104 -0.18689
*
```

Orbital gap in eV: 9.472
DFT total energy in Ha: -393.5828
E_HOMO in eV: -9.9


# 2
Here is one molecule with the formula C18H31F2N2O6PS3 in a non-equilibrium geometry from the Open Molecules 2025 dataset. Energies are from ωB97M-V with the def2-TZVPD basis set.

ORCA input file:
```
! wB97M-V def2-TZVPD RIJCOSX def2/J DEFGRID3
* xyz 0 1
C -2.15151 4.54236 -3.94193
C -1.22248 4.45373 -2.66419
C -1.28603 3.04288 -1.97480
C -0.07523 2.19005 -2.49768
N -0.08365 0.76794 -2.09062
C -0.05253 0.57557 -0.63308
C 0.65566 -0.77949 -0.22512
C 0.47147 -0.90593 1.32951
C 1.06094 -2.22777 1.93688
C 1.99879 -1.99730 3.20587
P 3.34962 -0.82941 2.57143
O 3.71833 -1.16600 1.15253
C 2.59017 -3.41533 3.55886
C 3.34197 -3.53597 4.92898
O 4.04024 -2.34585 5.33969
S 3.07196 -1.20812 6.06162
O 3.15792 -1.28675 7.50064
O 1.52269 -1.70940 5.68983
C 1.13108 -1.33182 4.35539
N -0.31996 -1.65628 4.25622
C -1.12105 -0.48177 4.47260
O -0.88986 0.36275 5.23633
F -2.26931 -0.35740 3.74861
C -0.69136 -2.68306 5.18738
O -1.33698 -2.48944 6.13006
F -0.23887 -3.93097 4.91311
C -1.08904 0.01106 -2.73255
S -2.50747 -0.49851 -2.08326
S -0.77265 -0.42161 -4.50417
C -1.48072 0.94179 -5.51982
C -3.02833 0.80354 -5.80290
C -3.29558 0.56574 -7.33274
H -2.79579 3.63357 -4.00811
H -1.58512 4.61452 -4.89911
H -2.77617 5.45709 -3.83874
H -1.54636 5.20965 -1.90760
H -0.17370 4.71034 -2.96329
H -1.10835 3.20833 -0.88413
H -2.22148 2.48351 -2.19158
H 0.84839 2.63781 -2.04288
H 0.08026 2.23043 -3.59821
H -1.03204 0.72144 -0.11719
H 0.62271 1.37744 -0.22772
H 1.74491 -0.58895 -0.39637
H 0.27033 -1.65229 -0.79189
H -0.64067 -0.95062 1.49434
H 0.79840 0.02897 1.85152
H 0.28432 -2.99156 2.17135
H 1.72785 -2.70744 1.17359
H 2.90483 0.53132 2.64138
H 4.53631 -0.91449 3.34193
H 1.80850 -4.20607 3.44219
H 3.34855 -3.63873 2.76151
H 4.12967 -4.31982 4.79119
H 2.69164 -3.93895 5.74587
H 1.30338 -0.22675 4.28624
H -0.97185 1.00596 -6.51291
H -1.33310 1.94669 -5.05229
H -3.50621 1.79055 -5.55812
H -3.53815 0.05996 -5.14675
H -4.35969 0.76511 -7.60323
H -3.05053 -0.49805 -7.56057
H -2.65904 1.22176 -7.97308
*
```

Orbital gap in eV: 7.879
DFT total energy in Ha: -3000.9692
E_HOMO in eV: -8.3


# 3
Here is a 2-piece molecular cluster, ClFHOP overall in a non-equilibrium geometry from the Open Molecules 2025 dataset. Energies are from ωB97M-V with the def2-TZVPD basis set.

ORCA input file:
```
! wB97M-V def2-TZVPD RIJCOSX def2/J DEFGRID3
* xyz 0 1
O 0.80424 -0.77399 0.55571
F -0.05401 1.74077 -0.68658
P -0.62903 -0.00323 0.75948
Cl -1.61561 -0.65154 -0.83561
H 1.49442 -0.31201 0.20700
*
```

Orbital gap in eV: 9.468
DFT total energy in Ha: -977.2347
E_HOMO in eV: -11.2


# 4
Here is one molecule with the formula C3H6N2O2 from the Open Molecules 2025 dataset. Energies are from ωB97M-V with the def2-TZVPD basis set.

ORCA input file:
```
! wB97M-V def2-TZVPD RIJCOSX def2/J DEFGRID3
* xyz 0 1
C -1.67241 -0.36760 -0.98869
O -1.07732 0.66112 -0.20177
C 0.28408 0.72780 -0.11894
N 1.11927 1.08405 -0.99845
N 0.67914 0.36871 1.17316
C 1.64940 -0.54705 1.48485
O 1.76850 -1.05216 2.57371
H -2.71780 -0.30774 -0.69450
H -1.30642 -1.37500 -0.77847
H -1.57361 -0.15491 -2.05654
H 0.63378 1.30639 -1.86612
H -0.04420 0.45703 1.86964
H 2.25760 -0.80063 0.60214
*
```

Orbital gap in eV: 10.887
DFT total energy in Ha: -377.8910
Structure (SMILES): [H]/N=C(/NC=O)OC
E_HOMO in eV: -10.2


# 5
Here is C5H7BF6N6O4PdS2 as an isolated structure from the Open Molecules 2025 dataset. Energies are from ωB97M-V with the def2-TZVPD basis set.

ORCA input file:
```
! wB97M-V def2-TZVPD RIJCOSX def2/J DEFGRID3
* xyz 0 1
Pd 0.06727 0.37970 0.64857
F 4.71676 -0.09976 -0.30571
C 4.38937 -0.94111 0.66294
F 4.90953 -2.13266 0.41994
F 4.84212 -0.48292 1.82238
S 2.55484 -1.07801 0.68518
O 2.11890 0.31402 0.96670
O 2.18643 -1.58676 -0.59679
N 2.27022 -2.06786 1.86370
S 0.96932 -1.97583 2.73014
O 0.00760 -0.97435 2.23130
O 0.45361 -3.24808 3.07483
C 1.53525 -1.19587 4.30135
F 1.97194 0.03552 4.05805
F 0.52272 -1.14552 5.15351
F 2.51955 -1.91627 4.82206
B -4.52672 1.01793 0.40999
C -2.99524 0.64188 0.41864
N -1.85504 0.46753 0.43746
H -4.82194 1.23458 1.56084
H -4.60920 2.02047 -0.28197
H -5.14427 0.10135 -0.06996
N -2.68175 3.90271 -0.55657
C -1.66667 4.75948 -0.63661
N -1.92268 6.06846 -0.73851
N -0.37718 4.40556 -0.61620
C -0.12374 3.14379 -0.52302
N 0.13401 2.01430 -0.46464
H -3.64254 4.19843 -0.52538
H -2.52780 2.91013 -0.45750
H -2.85712 6.43021 -0.77727
H -1.14274 6.69752 -0.80501
*
```

Orbital gap in eV: 8.560
DFT total energy in Ha: -2372.5010
E_HOMO in eV: -10.1


# 6
Here is one molecule with the formula C6H8 in a non-equilibrium geometry from the Open Molecules 2025 dataset. Energies are from ωB97M-V with the def2-TZVPD basis set.

ORCA input file:
```
! wB97M-V def2-TZVPD RIJCOSX def2/J DEFGRID3
* xyz 0 1
C -0.98563 0.02735 -0.79606
C -0.99344 -0.07968 0.77827
C 1.10315 -1.06884 0.09453
C 1.12645 1.12532 -0.10889
C 0.62416 -0.10711 -0.87510
C 0.49359 0.14752 0.83444
H -1.60224 -0.70628 -1.35300
H -1.42175 0.97863 -1.07086
H -1.56631 0.49547 1.55240
H -1.30949 -1.09142 0.99349
H 0.56414 -2.04175 0.20822
H 2.12976 -1.28522 0.00422
H 2.16076 1.13164 0.08718
H 0.66524 2.01632 -0.26637
*
```

Orbital gap in eV: 9.325
DFT total energy in Ha: -233.2583
Structure (SMILES): C1C[C@]23C[C@]12C3
E_HOMO in eV: -8.1


# 7
Here is C2H4DyLiO as an isolated structure in a non-equilibrium geometry from the Open Molecules 2025 dataset. Energies are from ωB97M-V with the def2-TZVPD basis set.

ORCA input file:
```
! wB97M-V def2-TZVPD RIJCOSX def2/J DEFGRID3
* xyz 2 6
C 0.44691 0.04794 -0.22833
H 1.49277 -0.05070 0.11482
C -0.34833 1.06096 0.55440
H 0.23979 1.56307 1.33674
H -0.86448 1.79807 -0.08061
O -0.13067 -1.27386 -0.21114
Li 0.50047 -2.50743 -1.33050
Dy -1.91720 -0.90394 1.22665
H 0.58074 0.26589 -1.38204
*
```

Orbital gap (spin up / spin down) in eV: 8.295 / 9.110
DFT total energy in Ha: -1045.7722
<S²>: 9.57
E_HOMO (spin up / spin down) in eV: -18.3 / -18.3